Below is C26H27ClN4O3SiTi as an isolated structure, with properties calculated with ωB97M-V with the def2-TZVPD basis set.

Computed properties:
Kohn-Sham gap (alpha / beta) = 6.4 / 6.4 eV
Strongest force on any atom = 0.48 eV/Å
ΔE to the lowest compared entry with this formula, charge and spin = 41.6 kJ/mol
E_LUMO (alpha / beta) = -0.53 / -0.54 eV
Calculated total energy = -83019.0774 eV

Geometry as ORCA input:
```
! wB97M-V def2-TZVPD RIJCOSX def2/J DEFGRID3
* xyz 0 1
Ti -0.82826 0.48724 0.10649
C 2.12613 5.03623 -1.39601
C 1.18994 4.22699 -2.02379
C 0.54268 3.22550 -1.31894
C 0.82971 3.02756 0.03034
C 1.76216 3.84053 0.66868
C 2.40475 4.83623 -0.05228
N 0.16910 1.97662 0.73495
N 0.38297 2.05756 2.09953
C -0.39522 1.23921 2.76244
C -0.42514 1.27656 4.20026
C -1.30725 0.51205 4.87590
C -2.21204 -0.33481 4.16246
C -2.14371 -0.35620 2.81296
N -1.24277 0.38961 2.10063
H 2.63253 5.81591 -1.94908
H 0.95875 4.37009 -3.07127
H -0.17645 2.60244 -1.82989
H 1.97558 3.68811 1.71402
H 3.13359 5.45970 0.44958
H 0.26608 1.94321 4.69540
H -1.33942 0.54817 5.95665
H -2.93052 -0.95243 4.67908
H -2.79365 -0.98391 2.21486
Cl -3.43361 0.99830 0.11181
C -3.70512 0.21408 -1.48654
C -2.44874 0.29167 -2.35455
O -2.51395 -0.02666 -3.50986
O -1.36642 0.68085 -1.72666
H -4.54845 0.70054 -1.96488
H -3.94220 -0.82699 -1.27940
O -0.23896 -1.21613 0.03484
N 0.62447 -2.14441 0.57445
C 0.10852 -2.90423 1.58691
C 0.72727 -4.01207 2.02269
C 1.91560 -4.43767 1.30323
C 2.35037 -3.79400 0.21882
C 1.69478 -2.55304 -0.35036
H -0.78059 -2.48808 2.04027
H 0.35090 -4.54414 2.88119
H 2.44614 -5.32311 1.62990
H 3.20212 -4.18321 -0.31658
H 1.24154 -2.78708 -1.33206
C 2.31863 0.20725 -1.70717
Si 2.94703 -1.09895 -0.51426
C 3.16038 -0.41273 1.20944
C 4.58240 -1.75208 -1.18256
C 5.78301 -1.14694 -0.80687
C 6.99813 -1.54443 -1.34641
C 7.03852 -2.56111 -2.28714
C 5.85857 -3.16996 -2.68879
C 4.64966 -2.76437 -2.14304
H 2.45846 1.21067 -1.30595
H 1.26166 0.08624 -1.95594
H 2.86534 0.15123 -2.65067
H 4.02596 0.24603 1.28911
H 3.27672 -1.22429 1.93039
H 2.28744 0.17807 1.50436
H 5.78230 -0.35183 -0.07144
H 7.91378 -1.06080 -1.03066
H 7.98352 -2.87645 -2.71100
H 5.88043 -3.95944 -3.42958
H 3.74305 -3.24640 -2.49090
*
```

What are the natural (NBO) partial charges on each atom? They are as follows, in elementary charge units: number 1, Ti, carries 1.77; number 2, C, carries -0.23; number 3, C, carries -0.19; number 4, C, carries -0.27; number 5, C, carries 0.20; number 6, C, carries -0.25; number 7, C, carries -0.20; number 8, N, carries -0.54; number 9, N, carries -0.38; number 10, C, carries 0.34; number 11, C, carries -0.22; number 12, C, carries -0.17; number 13, C, carries -0.31; number 14, C, carries 0.04; number 15, N, carries -0.68; number 16, H, carries 0.21; number 17, H, carries 0.21; number 18, H, carries 0.23; number 19, H, carries 0.25; number 20, H, carries 0.21; number 21, H, carries 0.23; number 22, H, carries 0.22; number 23, H, carries 0.23; number 24, H, carries 0.20; number 25, Cl, carries 0.06; number 26, C, carries -0.48; number 27, C, carries 0.78; number 28, O, carries -0.56; number 29, O, carries -0.78; number 30, H, carries 0.26; number 31, H, carries 0.25; number 32, O, carries -0.63; number 33, N, carries -0.13; number 34, C, carries 0.04; number 35, C, carries -0.36; number 36, C, carries -0.21; number 37, C, carries -0.20; number 38, C, carries -0.49; number 39, H, carries 0.21; number 40, H, carries 0.22; number 41, H, carries 0.21; number 42, H, carries 0.22; number 43, H, carries 0.21; number 44, C, carries -1.13; number 45, Si, carries 1.64; number 46, C, carries -1.12; number 47, C, carries -0.39; number 48, C, carries -0.22; number 49, C, carries -0.22; number 50, C, carries -0.20; number 51, C, carries -0.22; number 52, C, carries -0.22; number 53, H, carries 0.25; number 54, H, carries 0.24; number 55, H, carries 0.25; number 56, H, carries 0.24; number 57, H, carries 0.25; number 58, H, carries 0.24; number 59, H, carries 0.21; number 60, H, carries 0.21; number 61, H, carries 0.21; number 62, H, carries 0.21; number 63, H, carries 0.20